No. 1
{
  "formula": "C25H16CoF18GeN3S",
  "method": "the ωB97M-V functional and the def2-TZVPD basis",
  "elements": ["Co", "N", "C", "C", "C", "N", "C", "C", "N", "C", "H", "H", "H", "H", "H", "H", "H", "H", "H", "H", "H", "H", "H", "H", "H", "H", "F", "C", "F", "F", "F", "C", "C", "C", "F", "C", "F", "C", "F", "C", "F", "Ge", "S", "C", "C", "F", "C", "F", "C", "F", "C", "F", "C", "F", "C", "C", "F", "C", "F", "C", "F", "C", "F", "C", "F"],
  "positions_angstrom": [[-0.366, 0.256, -0.330], [2.977, -2.210, -1.328], [2.428, -1.215, -0.336], [3.256, 0.050, -0.258], [2.491, 1.082, 0.580], [1.278, 1.562, -0.156], [2.099, 0.511, 1.944], [1.424, -0.863, 1.914], [0.003, -0.741, 1.468], [2.192, -1.846, 1.022], [3.052, -1.777, -2.254], [2.314, -2.988, -1.428], [3.892, -2.586, -1.067], [1.475, -0.969, -0.781], [3.462, 0.456, -1.252], [4.219, -0.141, 0.224], [3.151, 1.936, 0.740], [1.554, 1.893, -1.081], [0.944, 2.399, 0.322], [1.468, 1.224, 2.482], [3.010, 0.421, 2.539], [1.426, -1.266, 2.928], [-0.513, -0.244, 2.192], [-0.422, -1.668, 1.449], [1.632, -2.781, 0.933], [3.144, -2.081, 1.506], [-1.450, -1.098, -2.696], [-0.339, -1.036, -1.956], [0.693, -0.779, -2.851], [-0.080, -2.355, -1.572], [-6.779, 1.147, 1.451], [-5.775, 1.068, 2.336], [-4.483, 1.146, 1.841], [-3.478, 1.048, 2.776], [-2.178, 1.126, 2.391], [-3.717, 0.876, 4.125], [-2.696, 0.780, 4.970], [-5.027, 0.800, 4.585], [-5.266, 0.635, 5.868], [-6.074, 0.899, 3.677], [-7.326, 0.827, 4.086], [-4.395, 1.420, -0.088], [-2.167, 1.629, -0.796], [-5.115, 3.138, -0.552], [-6.260, 3.321, -1.309], [-6.920, 2.258, -1.767], [-6.746, 4.586, -1.598], [-7.840, 4.736, -2.322], [-6.068, 5.702, -1.117], [-6.515, 6.908, -1.389], [-4.919, 5.547, -0.346], [-4.271, 6.606, 0.116], [-4.473, 4.270, -0.079], [-3.360, 4.105, 0.667], [-4.910, -0.078, -1.184], [-5.332, -1.295, -0.670], [-5.358, -1.479, 0.654], [-5.732, -2.335, -1.490], [-6.136, -3.484, -0.974], [-5.699, -2.162, -2.870], [-6.067, -3.145, -3.662], [-5.267, -0.957, -3.417], [-5.222, -0.797, -4.728], [-4.880, 0.057, -2.565], [-4.449, 1.215, -3.080]],
  "forces_ev_per_angstrom": [[-0.046, -0.092, 0.045], [-0.047, 0.012, -0.024], [0.000, -0.044, -0.049], [-0.004, 0.035, 0.030], [0.040, 0.005, 0.000], [0.028, 0.050, -0.015], [0.034, 0.021, 0.036], [0.070, -0.026, 0.048], [-0.076, -0.130, -0.026], [-0.022, 0.032, 0.026], [0.016, -0.025, 0.008], [0.027, -0.008, -0.015], [-0.012, 0.011, 0.014], [-0.014, 0.009, 0.000], [-0.014, -0.007, -0.013], [0.009, 0.005, 0.002], [-0.004, -0.024, 0.019], [-0.001, 0.002, 0.011], [-0.031, -0.015, -0.012], [-0.008, 0.003, -0.001], [0.004, -0.009, -0.002], [0.016, 0.017, -0.014], [-0.044, 0.093, 0.019], [0.033, -0.010, -0.030], [-0.012, -0.004, -0.020], [-0.002, 0.001, 0.012], [-0.014, -0.003, -0.003], [-0.026, 0.062, 0.043], [0.018, 0.028, -0.001], [0.005, -0.059, 0.046], [-0.027, -0.006, 0.054], [-0.131, -0.017, -0.086], [-0.181, -0.030, -0.057], [0.219, 0.039, 0.003], [0.104, -0.024, -0.057], [-0.068, -0.001, 0.019], [-0.019, -0.007, 0.030], [0.080, 0.022, -0.164], [-0.008, 0.000, -0.006], [0.077, 0.016, -0.078], [-0.010, -0.005, 0.031], [0.377, -0.056, 0.147], [-0.327, 0.109, -0.014], [-0.041, 0.139, -0.004], [0.007, -0.005, -0.010], [-0.048, 0.008, -0.035], [0.067, -0.003, 0.048], [-0.007, 0.020, -0.010], [0.049, -0.129, 0.034], [-0.008, 0.005, 0.003], [-0.044, -0.035, -0.041], [-0.020, 0.014, -0.012], [0.056, -0.075, 0.031], [-0.017, 0.073, 0.000], [-0.039, -0.072, 0.007], [0.002, -0.002, 0.001], [-0.020, -0.072, 0.010], [0.032, 0.093, -0.046], [-0.004, -0.035, 0.004], [0.044, 0.116, 0.081], [-0.005, -0.012, -0.003], [-0.015, -0.026, 0.066], [-0.006, -0.015, -0.022], [0.033, 0.060, 0.036], [-0.025, -0.015, -0.090]],
  "mulliken_charge": [0.156, 0.022, 2.760, -1.384, 0.278, -0.736, -1.528, 0.341, -0.597, -1.353, 0.429, 0.413, 0.360, -1.831, 0.445, 0.438, 0.335, 0.317, 0.393, 0.527, 0.471, 0.400, 0.257, 0.325, 0.456, 0.456, -0.215, 0.366, -0.306, -0.316, -0.366, 0.616, 0.077, -0.109, -0.263, 0.011, -0.283, 0.696, -0.260, 0.008, -0.249, -0.136, -0.111, 0.565, 0.184, -0.321, 0.094, -0.255, 0.686, -0.259, -0.120, -0.264, 0.450, -0.295, 0.109, 0.384, -0.296, 0.082, -0.265, 0.636, -0.267, 0.089, -0.277, 0.419, -0.388],
  "charge": 2,
  "orbital_gap_ha": [0.3153, 0.1946],
  "spin_multiplicity": 5,
  "homo_ev": [-14.0, -14.0],
  "max_force_ev_per_a": 0.4,
  "s2": 6.01
}

---

No. 2
{
  "formula": "C25H16N5O6V",
  "method": "the ωB97M-V functional and the def2-TZVPD basis",
  "elements": ["V", "O", "C", "N", "C", "C", "C", "C", "C", "C", "N", "C", "O", "C", "C", "C", "C", "C", "N", "C", "C", "C", "C", "C", "N", "H", "H", "H", "H", "H", "H", "H", "H", "H", "H", "H", "H", "O", "C", "O", "C", "C", "C", "C", "C", "N", "C", "O", "O", "H", "H", "H", "H"],
  "positions_angstrom": [[-0.381, -0.338, 0.312], [-1.996, 2.677, 2.643], [-1.499, 1.672, 2.148], [-0.779, 1.534, 1.033], [-0.573, 2.552, 0.086], [-1.191, 3.795, 0.033], [-0.869, 4.660, -1.008], [0.059, 4.305, -1.975], [0.688, 3.065, -1.926], [0.362, 2.194, -0.901], [0.917, 0.918, -0.661], [2.224, 0.662, -0.763], [3.085, 1.230, -1.423], [2.621, -0.436, 0.204], [3.934, -0.865, 0.290], [4.273, -1.773, 1.278], [3.289, -2.217, 2.149], [1.998, -1.752, 1.983], [1.666, -0.881, 1.030], [-1.699, 0.341, 2.850], [-2.425, 0.275, 4.026], [-2.633, -0.958, 4.615], [-2.117, -2.097, 4.008], [-1.401, -1.950, 2.839], [-1.183, -0.755, 2.280], [-1.903, 4.072, 0.794], [-1.354, 5.626, -1.059], [0.301, 4.996, -2.773], [1.430, 2.777, -2.656], [4.649, -0.452, -0.407], [5.293, -2.120, 1.380], [3.513, -2.909, 2.948], [1.203, -2.079, 2.638], [-2.813, 1.199, 4.430], [-3.201, -1.039, 5.533], [-2.273, -3.081, 4.425], [-0.995, -2.809, 2.317], [1.886, -3.310, -2.386], [0.939, -2.661, -1.714], [0.694, -2.844, -0.543], [0.134, -1.714, -2.538], [0.107, -1.669, -3.914], [-0.843, -0.843, -4.516], [-1.757, -0.163, -3.734], [-1.655, -0.275, -2.352], [-0.694, -0.988, -1.790], [-2.677, 0.241, -1.341], [-3.632, 0.872, -1.737], [-2.394, -0.162, -0.147], [2.321, -3.920, -1.769], [0.789, -2.272, -4.496], [-0.887, -0.771, -5.595], [-2.552, 0.441, -4.148]],
  "forces_ev_per_angstrom": [[-0.294, 0.671, 0.049], [0.017, -0.001, 0.026], [-0.062, 0.018, -0.062], [0.129, -0.264, 0.069], [0.003, -0.045, 0.088], [-0.007, -0.017, -0.016], [-0.002, 0.008, -0.004], [-0.002, 0.004, -0.006], [-0.011, -0.034, -0.012], [0.070, -0.052, 0.024], [-0.286, -0.330, 0.064], [0.029, 0.048, 0.053], [0.014, -0.011, -0.002], [0.052, 0.017, -0.050], [-0.005, 0.008, -0.015], [0.020, -0.007, 0.010], [0.004, 0.001, -0.001], [-0.009, 0.027, -0.022], [-0.243, 0.011, -0.024], [0.047, 0.002, 0.016], [-0.014, 0.007, 0.018], [-0.006, -0.008, 0.005], [-0.020, 0.001, 0.025], [0.014, 0.014, -0.052], [0.098, 0.078, -0.180], [0.006, 0.002, 0.000], [-0.001, -0.002, 0.003], [0.002, -0.001, 0.001], [0.000, 0.003, 0.001], [0.000, 0.001, 0.006], [-0.001, 0.001, -0.002], [-0.002, -0.001, 0.000], [0.004, -0.001, 0.003], [0.000, -0.002, 0.001], [0.002, -0.001, 0.000], [0.000, 0.001, 0.002], [0.004, -0.001, -0.002], [0.064, -0.037, 0.046], [-0.135, 0.049, -0.059], [0.105, -0.069, -0.054], [0.020, 0.002, 0.028], [0.006, 0.003, -0.046], [-0.015, 0.003, -0.002], [0.019, 0.022, -0.008], [0.034, -0.116, 0.037], [0.096, -0.046, 0.114], [0.126, -0.092, -0.008], [-0.086, -0.029, 0.064], [0.240, 0.122, -0.085], [-0.024, 0.038, -0.044], [-0.004, 0.001, 0.000], [0.003, 0.000, 0.001], [-0.001, 0.003, 0.003]],
  "mulliken_charge": [-0.092, -0.777, 0.274, 0.490, 0.836, -0.857, -0.639, -0.611, -0.580, -0.402, 0.668, -0.264, -0.758, 0.516, -0.836, -0.369, -0.891, 0.056, 0.485, 0.510, -0.684, -0.295, -0.968, -0.256, 0.251, 0.469, 0.387, 0.399, 0.476, 0.522, 0.448, 0.442, 0.301, 0.530, 0.429, 0.409, 0.600, -0.485, 0.171, -0.493, 0.473, -0.588, -0.503, -0.695, 0.540, 0.304, 0.297, -0.696, -0.470, 0.378, 0.540, 0.456, 0.551],
  "e_above_lowest_ev": 0.508,
  "orbital_gap_ha": [0.2313, 0.2385],
  "spin_multiplicity": 3,
  "homo_ev": [-7.1, -7.3],
  "max_force_ev_per_a": 0.7,
  "s2": 2.02
}

---

No. 3
{
  "formula": "C25H17Cl5MnNO3Se",
  "method": "the ωB97M-V functional and the def2-TZVPD basis",
  "elements": ["Mn", "O", "C", "O", "C", "C", "C", "C", "C", "C", "C", "C", "C", "N", "H", "H", "H", "H", "H", "H", "Cl", "C", "C", "Cl", "C", "Cl", "C", "O", "C", "Cl", "C", "Cl", "C", "C", "C", "C", "C", "C", "Se", "C", "C", "C", "H", "H", "H", "H", "H", "H", "H", "H", "H", "H", "H"],
  "positions_angstrom": [[0.000, -1.073, 1.205], [2.238, -1.950, 4.538], [1.769, -1.738, 3.427], [0.573, -1.726, 3.031], [2.810, -1.471, 2.291], [4.193, -1.592, 2.607], [5.102, -1.483, 1.611], [4.659, -1.244, 0.284], [5.551, -1.162, -0.822], [5.081, -0.897, -2.068], [3.690, -0.687, -2.271], [2.817, -0.776, -1.233], [3.282, -1.080, 0.073], [2.372, -1.201, 1.096], [4.454, -1.784, 3.637], [6.165, -1.578, 1.807], [6.609, -1.321, -0.649], [5.764, -0.839, -2.907], [3.320, -0.453, -3.261], [1.758, -0.617, -1.384], [-2.716, -4.175, -4.760], [-2.164, -3.813, -3.160], [-1.789, -2.518, -2.820], [-1.872, -1.243, -3.985], [-1.347, -2.245, -1.543], [-0.866, -0.633, -1.073], [-1.246, -3.217, -0.514], [-0.835, -2.946, 0.664], [-1.641, -4.525, -0.902], [-1.537, -5.748, 0.307], [-2.078, -4.807, -2.182], [-2.524, -6.427, -2.595], [-4.521, 4.977, -0.524], [-3.459, 4.041, -0.004], [-3.791, 2.837, 0.595], [-2.828, 1.981, 1.132], [-3.290, 0.712, 1.794], [-1.472, 2.342, 1.070], [-0.127, 1.295, 1.937], [-1.119, 3.545, 0.437], [0.319, 3.972, 0.311], [-2.112, 4.370, -0.083], [-5.501, 4.498, -0.522], [-4.305, 5.300, -1.544], [-4.592, 5.877, 0.092], [-4.836, 2.547, 0.657], [-4.369, 0.594, 1.678], [-3.043, 0.711, 2.858], [-2.805, -0.167, 1.369], [0.951, 3.134, 0.017], [0.710, 4.324, 1.269], [0.415, 4.776, -0.420], [-1.819, 5.298, -0.567]],
  "forces_ev_per_angstrom": [[0.409, -0.637, 0.669], [-0.257, -0.009, -0.022], [0.829, 0.137, -0.415], [-0.208, -0.190, 0.488], [0.130, -0.269, 0.850], [-0.322, 0.041, 0.012], [0.145, -0.025, -0.129], [0.300, 0.006, -0.088], [-0.098, -0.047, 0.422], [-0.377, 0.103, -0.273], [0.439, -0.011, -0.184], [-0.113, -0.083, 0.326], [-0.327, 0.188, -0.101], [-0.133, -0.112, -0.576], [-0.028, -0.005, 0.000], [-0.021, -0.018, -0.035], [-0.002, 0.023, 0.026], [-0.028, 0.010, -0.012], [0.029, -0.020, -0.006], [0.015, -0.013, 0.027], [0.036, 0.012, 0.114], [-0.009, 0.021, -0.090], [-0.036, 0.065, -0.162], [-0.005, -0.073, 0.010], [0.152, 0.091, 0.344], [-0.461, 0.065, -0.875], [-0.044, 0.061, -0.079], [0.070, 0.376, -0.196], [0.049, -0.003, 0.108], [-0.012, -0.008, -0.038], [-0.063, -0.135, -0.107], [0.002, 0.046, 0.024], [0.027, -0.024, -0.042], [-0.002, 0.042, 0.023], [0.033, -0.071, 0.013], [-0.047, 0.043, -0.010], [0.005, 0.088, 0.014], [-0.211, -0.022, -0.082], [-0.008, 0.448, 0.141], [0.062, 0.034, -0.074], [-0.035, 0.007, 0.022], [0.010, -0.028, -0.022], [0.015, -0.004, -0.009], [-0.001, -0.013, 0.007], [0.013, -0.011, 0.012], [0.014, 0.001, 0.008], [0.012, 0.001, 0.027], [0.030, -0.001, -0.008], [0.040, -0.064, -0.059], [-0.013, 0.006, -0.030], [-0.011, -0.024, -0.003], [0.008, 0.015, 0.021], [0.001, -0.011, 0.018]],
  "mulliken_charge": [0.835, -0.731, 0.544, -0.506, 0.625, -0.779, -0.611, 1.151, -0.827, -0.445, -0.662, -0.418, -0.147, -0.212, 0.516, 0.382, 0.354, 0.373, 0.429, 0.415, -0.218, 0.447, -0.254, -0.205, 0.688, -0.137, -0.143, -0.733, 0.339, -0.190, -0.030, -0.200, -1.421, 0.585, -1.118, 1.113, -1.463, 0.223, -0.281, 0.990, -1.559, -0.995, 0.337, 0.337, 0.297, 0.198, 0.362, 0.354, 0.132, 0.283, 0.289, 0.383, 0.305],
  "charge": -1,
  "orbital_gap_ha": [0.2476, 0.2551],
  "spin_multiplicity": 6,
  "homo_ev": [-4.6, -4.8],
  "max_force_ev_per_a": 1.0,
  "s2": 8.76
}

---

No. 4
{
  "formula": "C25H17N5ORhS4",
  "method": "the ωB97M-V functional and the def2-TZVPD basis",
  "elements": ["Rh", "O", "C", "S", "C", "C", "S", "S", "S", "C", "C", "N", "C", "C", "C", "C", "C", "C", "C", "C", "C", "N", "C", "H", "H", "H", "H", "H", "H", "H", "H", "N", "C", "C", "C", "C", "C", "N", "C", "C", "C", "C", "C", "N", "H", "H", "H", "H", "H", "H", "H", "H", "H"],
  "positions_angstrom": [[0.220, 0.031, -0.081], [5.942, 4.626, -0.114], [4.991, 3.912, -0.109], [3.325, 4.494, 0.159], [2.549, 2.944, 0.008], [3.370, 1.846, -0.250], [2.770, 0.284, -0.450], [5.076, 2.149, -0.389], [0.885, 2.776, 0.125], [-4.192, -1.863, -0.117], [-3.102, -0.993, -0.206], [-1.841, -1.384, -0.203], [-1.597, -2.711, -0.132], [-2.632, -3.667, -0.046], [-3.958, -3.207, -0.033], [-2.330, -5.060, 0.034], [-1.051, -5.482, 0.042], [0.026, -4.548, -0.051], [1.360, -4.982, -0.052], [2.355, -4.056, -0.192], [2.009, -2.709, -0.324], [0.766, -2.254, -0.291], [-0.230, -3.165, -0.154], [-5.195, -1.460, -0.117], [-3.303, 0.064, -0.293], [-4.773, -3.916, 0.037], [-3.150, -5.765, 0.085], [-0.808, -6.535, 0.107], [1.583, -6.037, 0.044], [3.398, -4.338, -0.210], [2.801, -1.995, -0.481], [-1.774, 1.526, 2.320], [-0.765, 0.751, 2.873], [-0.739, 0.656, 4.272], [0.246, -0.081, 4.884], [1.202, -0.717, 4.099], [1.109, -0.578, 2.735], [0.145, 0.132, 2.127], [-2.163, 1.850, 1.034], [-3.328, 2.622, 0.891], [-3.749, 2.983, -0.366], [-3.006, 2.588, -1.478], [-1.876, 1.838, -1.258], [-1.475, 1.459, -0.033], [-2.361, 1.949, 3.018], [-1.488, 1.170, 4.861], [0.278, -0.159, 5.962], [2.002, -1.295, 4.539], [1.841, -1.031, 2.080], [-3.880, 2.929, 1.771], [-4.646, 3.575, -0.489], [-3.298, 2.868, -2.480], [-1.242, 1.526, -2.078]],
  "forces_ev_per_angstrom": [[0.275, 0.746, -0.206], [0.020, -0.055, 0.033], [-0.066, 0.078, -0.064], [-0.020, -0.087, 0.018], [-0.280, 0.202, 0.048], [0.050, -0.161, -0.033], [0.143, -0.189, -0.061], [-0.092, -0.077, 0.010], [0.193, 0.061, 0.056], [-0.059, -0.099, 0.005], [-0.046, 0.028, -0.040], [0.036, -0.072, 0.011], [-0.259, -0.152, 0.029], [0.102, 0.222, 0.020], [0.019, 0.098, -0.027], [0.111, -0.159, -0.005], [-0.152, -0.063, 0.018], [0.046, 0.248, -0.016], [0.047, 0.061, -0.027], [-0.024, -0.086, -0.009], [-0.032, -0.085, -0.090], [0.119, -0.152, 0.149], [0.128, -0.258, 0.014], [0.009, 0.004, -0.016], [0.056, -0.016, 0.018], [0.012, -0.016, 0.003], [0.001, 0.005, 0.025], [-0.025, 0.000, 0.000], [-0.019, -0.003, 0.000], [-0.004, 0.006, -0.021], [-0.007, 0.060, 0.064], [-0.065, -0.057, -0.118], [0.308, -0.150, 0.099], [-0.051, 0.068, 0.069], [-0.019, 0.013, -0.062], [0.034, 0.001, -0.048], [0.038, -0.008, 0.277], [-0.122, -0.116, 0.049], [0.020, 0.086, -0.150], [-0.042, 0.062, 0.015], [0.017, -0.023, 0.106], [0.108, -0.053, -0.056], [-0.273, 0.265, -0.059], [-0.161, -0.135, -0.011], [-0.045, 0.008, 0.046], [-0.004, -0.004, -0.022], [-0.030, 0.022, 0.002], [0.002, -0.001, -0.026], [-0.017, -0.012, -0.033], [-0.004, -0.004, -0.012], [0.001, 0.005, 0.024], [0.035, -0.014, -0.003], [-0.013, -0.042, 0.003]],
  "mulliken_charge": [0.218, -0.488, 0.569, -0.096, 0.234, 0.024, -0.196, -0.100, -0.198, -1.134, 0.230, 0.313, -0.046, 1.330, -0.741, -0.884, -0.878, 1.466, -0.638, -1.032, -0.130, -0.015, -0.644, 0.460, 0.094, 0.437, 0.414, 0.418, 0.437, 0.447, 0.460, 0.218, 0.469, -1.056, -0.398, -1.024, -0.237, 0.723, 0.546, -0.703, -0.565, -0.828, -0.655, 0.464, 0.179, 0.426, 0.427, 0.447, 0.370, 0.480, 0.438, 0.468, 0.482],
  "charge": 1,
  "orbital_gap_ha": [0.2445, 0.2505],
  "spin_multiplicity": 5,
  "homo_ev": [-9.8, -11.0],
  "max_force_ev_per_a": 0.8,
  "s2": 6.02
}